2 unconnected molecules or ions with the total composition CH7N4 in a non-equilibrium geometry. Source: the Open Molecules 2025 dataset; level of theory: ωB97M-V/def2-TZVPD.

Last column: Löwdin charge in e.
CARTESIAN COORDINATES (ANGSTROEM)
C  1.56  0.45  -0.33  0.10
N  -0.30  -1.01  0.11  0.07
N  2.56  -0.17  0.17  0.10
N  -2.16  0.59  0.25  0.07
N  -1.48  -0.54  -0.40  -0.23
H  1.35  1.47  -0.33  0.05
H  3.37  0.25  0.69  0.16
H  2.79  -1.18  0.18  0.15
H  -2.60  0.25  1.09  0.10
H  -1.43  1.27  0.37  0.07
H  -1.51  -0.08  -1.41  0.22
H  -2.13  -1.29  -0.41  0.14

Energy above the lowest of the compared OMol25 structures with the same formula, charge and spin = 616.86 kJ/mol
Net charge = +1
E_LUMO (alpha / beta) = -5.718 / -5.071 eV
Kohn-Sham gap (alpha / beta) = 7.54 / 7.99 eV
HOMO level (alpha / beta) = -13.259 / -13.056 eV

C5H12S2 in the gas phase in a non-equilibrium geometry. Source: the Open Molecules 2025 dataset; level of theory: ωB97M-V/def2-TZVPD.

Last column: Löwdin charge in e.
CARTESIAN COORDINATES (ANGSTROEM)
C  -1.54  3.06  -1.43  -0.13
C  -1.53  1.62  -1.89  -0.29
C  -0.30  1.01  -1.15  -0.61
S  -0.57  0.03  0.35  0.45
S  1.29  -0.94  0.44  0.47
C  0.88  -2.09  1.88  -0.57
C  1.95  -3.13  2.03  -0.18
H  -2.44  3.53  -1.72  0.05
H  -0.59  3.70  -1.47  0.11
H  -1.71  2.97  -0.38  0.06
H  -1.22  1.43  -2.91  0.10
H  -2.45  1.22  -1.66  0.07
H  0.16  0.09  -1.78  0.08
H  0.57  1.73  -0.98  0.09
H  0.68  -1.37  2.65  0.05
H  -0.05  -2.60  1.71  0.06
H  2.84  -2.66  2.47  0.08
H  2.23  -3.67  1.14  0.07
H  1.78  -3.92  2.69  0.05

Energy above the lowest of the compared OMol25 structures with the same formula, charge and spin = 144.00 kJ/mol
Net charge = 0
E_LUMO = 0.712 eV
Kohn-Sham gap = 8.42 eV
HOMO level = -7.713 eV

A gas-phase ion, C5H12NO4Si (charge -1) in a non-equilibrium geometry. Source: the Open Molecules 2025 dataset; level of theory: ωB97M-V/def2-TZVPD.

Last column: Löwdin charge in e.
CARTESIAN COORDINATES (ANGSTROEM)
C  2.15  1.32  2.07  -0.73
C  -0.17  -2.51  0.61  -0.14
C  -2.27  0.82  -0.28  -0.14
C  0.26  0.41  -2.41  -0.24
C  -0.12  0.93  0.66  -0.28
N  0.45  1.30  1.76  0.15
O  2.68  2.17  1.45  0.02
O  2.38  0.50  2.93  0.00
O  -0.32  -1.26  -0.06  -0.39
O  -1.45  0.97  0.82  -0.14
Si  0.94  -0.42  -0.76  0.41
H  -1.06  -3.00  0.24  0.07
H  -0.47  -2.37  1.62  0.08
H  0.68  -3.04  0.35  0.03
H  -1.96  -0.03  -0.90  0.06
H  -2.37  1.76  -0.81  0.08
H  -3.33  0.40  0.16  0.13
H  1.08  0.73  -3.03  -0.01
H  -0.36  -0.39  -2.86  0.01
H  -0.49  1.20  -2.29  -0.01
H  -0.11  1.58  2.47  0.07
H  2.17  0.54  -0.52  0.00
H  1.69  -1.63  -1.22  -0.04

Net charge = -1
E_LUMO = 3.487 eV
Kohn-Sham gap = 8.26 eV
HOMO level = -4.774 eV

A molecular structure, C4H13NO2 in a non-equilibrium geometry. Source: the Open Molecules 2025 dataset; level of theory: ωB97M-V/def2-TZVPD.

Last column: Löwdin charge in e.
CARTESIAN COORDINATES (ANGSTROEM)
C  0.66  1.74  -0.47  -0.17
C  0.54  -0.61  2.25  -0.12
N  -0.52  -0.84  1.26  -0.10
O  1.68  1.01  -0.53  -0.10
H  1.15  -0.32  -0.65  0.07
H  -1.39  -1.10  1.70  0.11
H  -0.07  1.60  0.34  0.09
H  0.68  2.73  -0.93  0.10
H  0.18  0.07  3.01  0.08
H  1.40  -0.15  1.76  0.07
H  0.88  -1.54  2.73  0.08
C  -0.18  -1.71  0.18  -0.26
C  -0.94  1.10  -1.95  -0.11
O  0.38  -1.01  -0.94  -0.13
H  -0.33  0.03  -1.40  0.07
H  0.55  -2.49  0.46  0.12
H  -1.08  -2.21  -0.19  0.13
H  -0.41  1.48  -2.82  0.03
H  -1.65  0.35  -2.32  0.03
H  -1.56  1.87  -1.51  0.03

Energy above the lowest of the compared OMol25 structures with the same formula, charge and spin = 367.19 kJ/mol
Net charge = 0
E_LUMO = 0.909 eV
Kohn-Sham gap = 9.79 eV
HOMO level = -8.881 eV

C5H11F2N in the gas phase in a non-equilibrium geometry. Source: the Open Molecules 2025 dataset; level of theory: ωB97M-V/def2-TZVPD.

Last column: Löwdin charge in e.
CARTESIAN COORDINATES (ANGSTROEM)
C  -2.00  -0.11  0.27  -0.05
C  -0.63  -0.20  -0.39  -0.34
C  -0.33  1.17  -0.98  -0.38
F  0.94  1.24  -1.46  0.04
F  -1.20  1.39  -1.99  0.07
N  0.43  -0.71  0.47  -0.21
C  1.50  -1.24  -0.37  -0.11
C  0.93  0.25  1.47  -0.08
H  -2.37  -1.04  0.71  0.08
H  -2.10  0.68  1.03  0.08
H  -2.76  0.12  -0.50  0.09
H  -0.79  -0.94  -1.22  0.16
H  -0.39  1.98  -0.25  0.16
H  1.09  -1.80  -1.22  0.08
H  2.24  -1.89  0.18  0.10
H  2.04  -0.41  -0.89  0.08
H  1.68  0.91  1.05  0.07
H  1.51  -0.32  2.17  0.08
H  0.18  0.92  1.89  0.09

Energy above the lowest of the compared OMol25 structures with the same formula, charge and spin = 110.56 kJ/mol
Net charge = 0
E_LUMO = 1.063 eV
Kohn-Sham gap = 9.71 eV
HOMO level = -8.650 eV

A molecular structure, C37H31N2O4PSSbSm in a non-equilibrium geometry. Source: the Open Molecules 2025 dataset; level of theory: ωB97M-V/def2-TZVPD.

Last column: Mulliken spin population.
CARTESIAN COORDINATES (ANGSTROEM)
Sm  -0.11  0.74  -0.09  5.08
O  -0.67  -1.88  0.36  0.00
N  -0.78  -1.08  1.50  -0.01
C  -0.53  -1.60  2.63  0.00
C  -0.58  -0.86  3.90  0.00
C  -0.73  -1.67  5.02  0.00
C  -0.88  -1.12  6.28  0.00
C  -0.88  0.26  6.42  0.00
C  -0.70  1.07  5.30  0.00
C  -0.53  0.54  4.03  0.00
P  -0.31  1.73  2.64  -0.02
C  0.89  2.95  3.21  -0.01
C  0.92  4.19  2.57  0.00
C  1.89  5.13  2.89  0.00
C  2.86  4.82  3.84  0.00
C  2.86  3.58  4.45  0.00
C  1.88  2.64  4.14  0.00
C  -1.91  2.57  2.65  0.00
C  -2.22  3.70  3.42  0.00
C  -3.51  4.20  3.42  0.00
C  -4.50  3.59  2.66  0.00
C  -4.20  2.47  1.89  0.00
C  -2.91  1.97  1.90  0.01
H  -0.22  -2.72  0.57  0.00
H  -0.30  -2.67  2.68  0.00
H  -0.75  -2.75  4.90  0.00
H  -1.01  -1.75  7.15  0.00
H  -1.00  0.72  7.39  0.00
H  -0.68  2.15  5.44  0.00
H  0.17  4.45  1.83  0.00
H  1.90  6.09  2.40  0.00
H  3.63  5.54  4.09  0.00
H  3.62  3.33  5.18  0.00
H  1.91  1.67  4.62  0.00
H  -1.45  4.18  4.01  0.00
H  -3.75  5.06  4.02  0.00
H  -5.51  3.98  2.67  0.00
H  -4.98  1.98  1.31  0.00
H  -2.71  1.05  1.34  -0.01
S  0.24  2.16  -2.39  -0.02
Sb  -2.05  2.36  -2.64  0.00
C  -2.69  0.50  -1.90  0.00
C  -3.89  0.33  -1.21  0.00
C  -4.35  -0.95  -0.93  0.00
C  -3.64  -2.06  -1.37  0.00
C  -2.45  -1.90  -2.06  0.00
C  -1.96  -0.63  -2.32  0.00
C  -2.82  3.86  -1.47  0.00
C  -2.00  4.53  -0.57  0.00
C  -2.51  5.59  0.16  0.00
C  -3.84  5.97  -0.01  0.00
C  -4.66  5.30  -0.90  0.00
C  -4.15  4.24  -1.64  0.00
C  -2.63  2.66  -4.58  0.00
C  -2.46  1.64  -5.51  0.00
C  -2.80  1.88  -6.83  0.00
C  -3.30  3.12  -7.21  0.00
C  -3.45  4.14  -6.28  0.00
C  -3.12  3.91  -4.95  0.00
H  -4.47  1.19  -0.90  0.00
H  -5.29  -1.08  -0.40  0.00
H  -4.03  -3.05  -1.17  0.00
H  -1.90  -2.77  -2.40  0.00
H  -1.05  -0.50  -2.90  0.00
H  -0.95  4.28  -0.48  -0.01
H  -1.88  6.13  0.85  0.00
H  -4.23  6.81  0.56  0.00
H  -5.68  5.61  -1.04  0.00
H  -4.80  3.73  -2.35  0.00
H  -2.07  0.67  -5.23  0.00
H  -2.67  1.10  -7.57  0.00
H  -3.56  3.30  -8.25  0.00
H  -3.83  5.10  -6.59  0.00
H  -3.23  4.72  -4.24  0.00
O  1.92  1.59  0.49  -0.01
N  2.01  0.36  0.84  0.00
O  2.12  -0.01  1.96  0.01
O  1.72  -0.48  -0.15  -0.01

Energy above the lowest of the compared OMol25 structures with the same formula, charge and spin = 0.00 kJ/mol
⟨S²⟩ = 8.763
Net charge = +2
E_LUMO (alpha / beta) = -6.549 / -5.979 eV
Kohn-Sham gap (alpha / beta) = 7.22 / 7.77 eV
HOMO level (alpha / beta) = -13.765 / -13.748 eV
Multiplicity = 6